# 1
The following is a quantum chemistry calculation of a single C4H8O3 molecule, from the Open Molecules 2025 dataset.

ORCA input file:
```
! RIJCOSX wB97M-V def2-TZVPD def2/J DEFGRID3
* xyz 0 1
C 1.6328 0.2425 -0.2791
C 0.6213 0.0842 -1.4435
O -0.5612 -0.6719 -1.1434
C -1.2879 -0.0204 -0.1928
O -1.8459 1.0291 -0.3615
C -1.0384 -0.6684 1.1346
O -1.6607 -0.0241 2.1977
H 1.2971 0.7637 0.6282
H 2.0480 -0.7244 0.0302
H 2.4432 0.8495 -0.6857
H 1.1118 -0.4711 -2.2445
H 0.3003 1.0620 -1.8131
H -1.2673 -1.7386 1.1118
H 0.0651 -0.5880 1.1640
H -1.8584 0.8760 1.8970
*
```

## Properties
SMILES = CCOC(=O)CO
relative energy (zero: lowest compared OMol25 entry of this formula, charge and spin) = 1.5025 eV
total energy = -382.90960 hartree
frontier orbital gap = 11.417 eV

---

# 2
The following is a quantum chemistry calculation of a single H2N3PS molecule, from the Open Molecules 2025 dataset.

ORCA input file:
```
! RIJCOSX wB97M-V def2-TZVPD def2/J DEFGRID3
* xyz 0 1
N 1.0527 -0.0227 0.2597
N 0.1836 0.9391 -0.2512
N 0.6743 1.0313 1.0298
P -0.0375 1.2852 2.5318
S -1.5813 2.7818 2.4046
H 0.6242 -0.9070 0.4016
H -0.8859 0.5256 -0.2117
*
```

## Properties
SMILES = S=Pn1[nH][nH]1
relative energy (zero: lowest compared OMol25 entry of this formula, charge and spin) = 2.0622 eV
total energy = -904.83544 hartree
frontier orbital gap = 7.469 eV

---

# 3
The following is a quantum chemistry calculation of a 2-piece molecular cluster, C4H8O2 overall, from the Open Molecules 2025 dataset.

ORCA input file:
```
! RIJCOSX wB97M-V def2-TZVPD def2/J DEFGRID3
* xyz 0 1
C -0.6904 -1.3451 -0.8640
C -0.9025 0.0814 -0.4398
O 0.2137 0.8511 3.0006
C 0.8824 0.3984 2.1069
C -0.1159 1.1195 -0.7327
O 1.0349 1.1112 -1.4577
H 0.2923 -1.5173 -1.3215
H -0.7615 -2.0227 -0.0052
H -1.4463 -1.6652 -1.5910
H -1.7820 0.2961 0.1608
H 0.8525 -0.6750 1.8292
H 1.5806 1.0192 1.5117
H -0.3359 2.1232 -0.3806
H 1.1779 0.2252 -1.8166
*
```

## Properties
SMILES = C/C=C\O.C=O
relative energy (zero: lowest compared OMol25 entry of this formula, charge and spin) = 2.2443 eV
total energy = -307.62995 hartree
frontier orbital gap = 9.682 eV

---

Per-record E_LUMO, eV: 0.808 -1.642 0.647